This record from the Open Molecules 2025 dataset describes a 2-piece molecular cluster, C3H5NO overall at a distorted geometry. The level of theory is ωB97M-V/def2-TZVPD.

Geometry as XYZ:
```
10
Properties=species:S:1:pos:R:3
H -1.64 -0.62 -0.33
C -0.52 -0.79 0.10
H 2.58 -0.28 -0.54
H -0.82 1.14 -0.84
C 1.74 0.26 -0.15
N 1.16 1.14 0.37
H -0.68 -1.29 1.07
C -0.82 0.61 0.11
H -1.38 1.05 0.93
O 0.38 -1.21 -0.72
```

**Highest occupied orbital energy**: -9.61 eV
**Largest force on an atom**: 0.01973 Eh/bohr
**Relative energy (zero: lowest compared OMol25 entry of this formula, charge and spin)**: 4.266 eV
**Frontier orbital gap**: 10.5202 eV
**E_LUMO**: 0.913 eV